DFT (the ωB97M-V functional and the def2-TZVPD basis) results for a structure of composition C16H36IN3O4S2.

XYZ file:
```
62
Properties=species:S:1:pos:R:3:nbo_charge:R:1
C -3.282 -0.851 -3.089 -0.646
C -3.295 -0.683 -4.660 -0.309
I -4.607 0.985 -5.086 0.118
C -1.807 -0.494 -5.102 -0.686
S -1.559 0.296 -6.735 2.184
O -2.685 -0.226 -7.577 -0.978
O -0.281 -0.188 -7.335 -0.940
N -1.735 1.967 -6.703 -1.117
S -0.536 2.736 -5.817 2.184
O 0.657 1.916 -5.464 -0.983
O -0.100 3.930 -6.608 -0.970
C -1.171 3.434 -4.257 -0.650
C -1.583 2.379 -3.206 -0.422
C -0.391 1.659 -2.539 -0.419
C 0.509 2.571 -1.663 -0.427
C 1.371 1.610 -0.751 -0.211
N 0.926 1.589 0.662 -0.872
H -2.310 -1.213 -2.715 0.198
H -4.128 -1.460 -2.736 0.215
H -3.438 0.157 -2.661 0.216
H -3.642 -1.636 -5.076 0.229
H -1.252 -0.013 -4.283 0.229
H -1.381 -1.510 -5.206 0.251
H -1.984 4.147 -4.471 0.243
H -0.347 4.039 -3.838 0.232
H -2.131 2.913 -2.400 0.196
H -2.319 1.690 -3.650 0.225
H 0.224 1.125 -3.283 0.253
H -0.796 0.874 -1.859 0.170
H -0.084 3.235 -1.008 0.189
H 1.238 3.129 -2.273 0.225
H 2.447 1.831 -0.811 0.193
H 1.219 0.581 -1.127 0.184
H 0.958 2.552 0.977 0.356
H -0.023 1.238 0.703 0.347
C 1.976 -2.003 7.150 -0.610
C 0.668 -2.288 6.405 -0.439
C 0.873 -2.743 4.961 -0.207
N 0.789 -1.650 3.910 -0.209
C -0.645 -1.375 3.576 -0.400
C 1.500 -0.362 4.273 -0.222
C 2.954 -0.660 3.996 -0.425
C 2.913 -1.461 2.702 -0.437
C 1.537 -2.125 2.654 -0.207
H 2.392 -1.028 6.897 0.204
H 1.802 -2.006 8.226 0.235
H 2.728 -2.764 6.935 0.212
H -0.012 -1.436 6.478 0.216
H 0.179 -3.111 6.930 0.239
H 0.102 -3.464 4.689 0.228
H 1.836 -3.240 4.845 0.223
H -1.149 -1.024 4.475 0.227
H -1.097 -2.295 3.213 0.229
H -0.679 -0.613 2.802 0.236
H 1.136 0.409 3.591 0.243
H 1.271 -0.066 5.293 0.233
H 3.396 -1.256 4.797 0.214
H 3.545 0.250 3.902 0.255
H 3.722 -2.190 2.662 0.235
H 3.031 -0.804 1.841 0.253
H 1.577 -3.212 2.655 0.228
H 0.972 -1.790 1.786 0.237
```

- 2S+1 = 1

=====

DFT (the ωB97M-V functional and the def2-TZVPD basis) results for a cluster of 5 separate species, C16H36IN4O6P in total.

XYZ file:
```
64
Properties=species:S:1:pos:R:3:nbo_charge:R:1
O -0.322 -6.250 3.459 -0.996
P 0.012 -4.804 2.662 0.968
I 2.003 -5.093 1.217 -0.219
C -1.350 -4.580 1.362 -0.575
C -1.881 -5.979 0.917 -0.445
C -3.249 -5.993 1.700 -0.077
O -3.686 -4.648 1.763 -0.524
C -2.527 -3.902 2.146 -0.099
H -0.191 -6.104 4.392 0.513
H -1.093 -3.844 0.591 0.252
H -1.198 -6.797 1.182 0.221
H -2.108 -6.127 -0.149 0.215
H -2.987 -6.369 2.704 0.171
H -4.046 -6.531 1.181 0.197
H -2.440 -4.121 3.206 0.196
H -2.529 -2.831 1.925 0.205
C 1.044 -2.863 -2.429 -0.401
N 0.659 -1.682 -1.685 -0.434
C 0.054 -0.563 -2.392 -0.424
C 0.848 -1.590 -0.348 0.514
O 0.544 -0.632 0.332 -0.628
H 1.779 -2.592 -3.191 0.189
H 0.164 -3.291 -2.915 0.191
H 1.480 -3.609 -1.766 0.219
H 0.661 0.329 -2.256 0.236
H -0.939 -0.368 -1.982 0.214
H -0.029 -0.792 -3.453 0.194
H 1.311 -2.492 0.084 0.114
C 3.607 3.585 -4.416 -0.399
N 2.617 3.553 -3.358 -0.429
C 2.774 4.437 -2.217 -0.420
C 1.549 2.726 -3.399 0.526
O 0.691 2.659 -2.544 -0.624
H 4.587 3.331 -4.006 0.199
H 3.647 4.587 -4.848 0.201
H 3.355 2.870 -5.198 0.207
H 2.839 3.845 -1.303 0.217
H 1.903 5.086 -2.145 0.200
H 3.672 5.040 -2.329 0.223
H 1.524 2.097 -4.304 0.101
C -2.662 -1.539 7.662 -0.399
N -2.500 -2.837 7.037 -0.422
C -3.126 -4.000 7.642 -0.418
C -1.783 -3.000 5.908 0.538
O -1.615 -4.063 5.339 -0.656
H -2.258 -1.570 8.676 0.197
H -3.723 -1.286 7.705 0.198
H -2.138 -0.772 7.095 0.216
H -2.362 -4.736 7.897 0.214
H -3.819 -4.453 6.931 0.217
H -3.665 -3.709 8.540 0.206
H -1.351 -2.061 5.528 0.118
C 0.155 7.706 -4.299 -0.399
N 1.597 7.823 -4.388 -0.431
C 2.197 8.281 -5.629 -0.416
C 2.406 7.518 -3.349 0.528
O 3.617 7.593 -3.362 -0.630
H -0.201 6.998 -5.051 0.197
H -0.302 8.681 -4.478 0.196
H -0.140 7.352 -3.313 0.216
H 2.874 7.516 -6.013 0.211
H 2.773 9.189 -5.444 0.216
H 1.423 8.485 -6.365 0.205
H 1.853 7.185 -2.459 0.109
```

- SMILES = OP(I)[C@H]1CCOC1.CN(C)C=O.CN(C)C=O.CN(C)C=O.CN(C)C=O
- 2S+1 = 1

=====

DFT (the ωB97M-V functional and the def2-TZVPD basis) results for a structure of composition C16H36N4O16Zr2.

XYZ file:
```
74
Properties=species:S:1:pos:R:3:lowdin_charge:R:1
Zr 2.876 -0.993 0.054 2.233
Zr 0.158 -4.220 0.187 2.309
O 0.738 -2.212 -0.433 -0.500
C -0.052 -1.239 -1.192 -0.207
C 0.050 0.178 -0.663 -0.205
O 1.438 0.487 -0.411 -0.351
H 0.338 -1.270 -2.213 0.122
H -1.087 -1.588 -1.253 0.127
H -0.448 0.293 0.303 0.095
H -0.343 0.961 -1.314 0.148
O 3.486 -2.976 -0.043 -0.421
C 3.865 -4.238 -0.535 -0.231
C 2.804 -5.296 -0.766 -0.215
O 1.560 -4.863 -1.319 -0.315
H 4.789 -4.561 -0.051 0.159
H 4.241 -4.070 -1.559 0.156
H 2.365 -5.758 0.183 0.127
H 3.170 -6.180 -1.300 0.170
C 2.069 3.661 -1.961 0.050
N 0.957 4.594 -1.618 -0.438
O 1.035 5.694 -2.082 0.152
O 0.023 4.170 -0.947 0.028
H 2.501 3.958 -2.911 0.111
H 1.628 2.671 -2.058 0.064
H 2.829 3.670 -1.185 0.080
C -1.584 2.774 1.767 0.050
N -1.600 2.910 3.248 -0.448
O -1.946 1.954 3.929 0.043
O -1.372 4.001 3.697 0.123
H -1.673 1.711 1.555 0.056
H -0.650 3.207 1.425 0.082
H -2.462 3.273 1.368 0.121
C -5.242 1.288 -2.156 0.077
N -4.761 0.031 -1.512 -0.434
O -5.517 -0.897 -1.410 0.110
O -3.586 -0.008 -1.134 -0.026
H -4.557 1.556 -2.952 0.106
H -5.245 2.043 -1.372 0.111
H -6.266 1.144 -2.481 0.113
C 0.180 -0.083 -5.028 0.024
N 0.279 -1.152 -6.054 -0.455
O -0.478 -2.102 -5.970 0.063
O 0.953 -0.914 -7.024 0.120
H -0.630 -0.383 -4.361 0.074
H -0.149 0.892 -5.374 0.110
H 1.152 -0.132 -4.541 0.085
O -1.422 -3.154 1.297 -0.176
C -2.160 -2.262 1.867 -0.426
O -3.420 -2.283 1.833 0.127
C -4.194 -3.319 1.168 -0.157
C -5.613 -3.232 1.683 -0.021
C -1.614 -1.271 2.845 0.083
H -3.715 -4.300 1.217 0.126
H -4.206 -3.143 0.084 0.129
H -5.957 -2.232 1.923 0.103
H -5.626 -3.842 2.596 0.098
H -6.363 -3.788 1.123 0.110
H -0.909 -0.600 2.356 0.078
H -1.089 -1.884 3.585 0.126
H -2.410 -0.728 3.345 0.119
O 3.845 0.897 0.733 -0.136
C 4.365 1.956 1.202 -0.433
O 4.027 2.497 2.311 0.130
C 2.944 1.971 3.109 -0.186
C 2.490 2.993 4.127 -0.036
C 5.492 2.668 0.552 0.085
H 3.240 1.065 3.649 0.134
H 2.018 1.633 2.629 0.112
H 1.886 3.770 3.655 0.090
H 3.235 3.605 4.643 0.106
H 1.979 2.493 4.949 0.103
H 5.083 3.415 -0.137 0.118
H 6.027 1.955 -0.080 0.112
H 6.231 3.134 1.198 0.132
```

- total charge = +4
- 2S+1 = 1

=====

DFT (the ωB97M-V functional and the def2-TZVPD basis) results for a structure of composition C16H37B3Br2F4O17S5.

XYZ file:
```
84
Properties=species:S:1:pos:R:3:lowdin_charge:R:1
O 0.680 -2.498 -2.257 -0.290
S -0.668 -3.166 -2.224 0.871
O -0.444 -4.574 -1.750 -0.274
F -1.393 -3.077 -3.712 -0.196
B -1.634 -2.313 -0.852 -0.528
O -2.877 -2.753 -0.316 0.190
B -2.686 -2.751 1.126 -0.174
O -1.385 -2.598 1.737 0.219
B -0.599 -1.630 1.040 -0.432
C 0.822 -1.042 1.567 -0.037
C 1.498 -0.019 0.556 -0.172
C 0.912 1.453 0.612 -0.664
F -0.276 1.591 1.370 -0.086
Br 2.282 2.617 1.509 0.804
C 0.702 2.120 -0.855 -0.758
F 0.979 3.504 -0.836 -0.073
F 1.618 1.592 -1.793 -0.036
Br -1.126 1.923 -1.576 0.828
O -1.066 -1.137 -0.256 0.163
H -3.645 -2.876 1.812 0.124
H 1.514 -1.954 1.606 0.126
H 0.764 -0.671 2.640 0.133
H 2.603 0.062 0.822 0.098
H 1.474 -0.488 -0.480 0.125
O 5.681 3.346 -5.839 -0.282
S 5.011 2.249 -6.486 0.597
O 3.886 2.457 -7.356 -0.281
O 4.613 1.150 -5.374 -0.266
C 3.860 1.575 -4.234 -0.261
C 2.389 1.739 -4.564 -0.068
C 6.212 1.270 -7.339 -0.125
H 4.276 2.497 -3.818 0.118
H 3.974 0.799 -3.475 0.121
H 2.230 2.576 -5.247 0.077
H 1.812 1.927 -3.659 0.046
H 2.000 0.843 -5.054 0.091
H 7.038 1.057 -6.663 0.073
H 6.565 1.844 -8.195 0.076
H 5.739 0.349 -7.678 0.074
O 4.023 -2.180 2.415 -0.288
S 4.548 -1.643 3.644 0.593
O 4.623 -0.226 3.880 -0.282
O 5.996 -2.294 3.925 -0.263
C 6.989 -2.216 2.899 -0.265
C 7.640 -0.846 2.854 -0.074
C 3.702 -2.395 5.002 -0.117
H 6.564 -2.484 1.928 0.116
H 7.745 -2.966 3.137 0.123
H 6.931 -0.085 2.521 0.071
H 8.486 -0.846 2.163 0.082
H 7.990 -0.551 3.845 0.086
H 3.697 -3.475 4.859 0.076
H 2.681 -2.014 5.014 0.075
H 4.211 -2.127 5.926 0.077
O -4.888 1.251 3.944 -0.280
S -3.464 1.449 3.886 0.601
O -2.540 0.433 4.317 -0.284
O -3.097 2.834 4.630 -0.262
C -3.562 3.032 5.967 -0.266
C -2.702 2.290 6.973 -0.075
C -3.021 1.955 2.251 -0.116
H -4.613 2.744 6.057 0.116
H -3.503 4.104 6.163 0.123
H -2.816 1.210 6.867 0.071
H -2.984 2.562 7.993 0.081
H -1.645 2.520 6.823 0.085
H -3.678 2.767 1.943 0.083
H -3.150 1.098 1.590 0.073
H -1.984 2.275 2.246 0.052
O -5.779 0.980 -2.483 -0.278
S -5.786 -0.340 -3.054 0.603
O -6.107 -0.565 -4.436 -0.271
O -6.708 -1.301 -2.143 -0.262
C -8.047 -0.889 -1.859 -0.265
C -8.973 -1.151 -3.032 -0.074
C -4.240 -1.123 -2.698 -0.122
H -8.073 0.162 -1.562 0.116
H -8.379 -1.475 -1.000 0.123
H -8.728 -0.506 -3.878 0.072
H -10.011 -0.961 -2.751 0.081
H -8.880 -2.184 -3.375 0.085
H -4.025 -1.009 -1.638 0.061
H -3.470 -0.631 -3.293 0.083
H -4.306 -2.176 -2.971 0.084
```

- 2S+1 = 1

=====

LUMO (eV)
-1.1 0.6 -16.3 -1.5
Orbital gap (hartree)
0.223 0.319 0.090 0.338
F_max (hartree/bohr)
0.090 0.044 0.105 0.133